# 1
Density functional theory data (wB97M-V/def2-TZVPD) for 2 unconnected molecules or ions with the total composition C3H6NO2 at a distorted geometry.

Computed properties:
Gap between HOMO and LUMO ... 8.6 eV
Maximum force ... 2.37 eV Å⁻¹
E ... -8793.71288 eV
Lowest unoccupied orbital energy ... 4.43 eV
Energy relative to the best compared isomer or geometry (same formula, charge and spin) ... 145.1 kJ/mol
Net charge ... -1

Positions of all 12 atoms, in Å:
C: 0.8682 -0.2346 1.5190
C: -0.9653 0.9410 0.7915
N: -0.1358 0.8059 1.7488
H: 1.8285 -0.0113 1.9759
H: 0.5181 -1.1440 2.0248
H: 0.9349 -0.4632 0.4508
H: -1.7101 1.6984 0.9999
H: -0.7809 0.7448 -0.2789
O: 0.8844 -0.0988 -1.7438
C: -0.1171 -0.5657 -2.3156
O: -1.3248 -0.2440 -2.1532
H: 0.0000 -1.4288 -3.0194

Mulliken analysis output, partial charges in e: C -0.45; C -0.12; N -0.51; H 0.23; H 0.20; H 0.18; H 0.27; H 0.16; O -0.68; C 0.01; O -0.70; H 0.39



# 2
Density functional theory data (wB97M-V/def2-TZVPD) for 2 unconnected molecules or ions with the total composition C3H6NO2 at a distorted geometry.

Computed properties:
Gap between HOMO and LUMO ... 8.5 eV
Maximum force ... 3.07 eV Å⁻¹
E ... -8793.64051 eV
Lowest unoccupied orbital energy ... 4.12 eV
Energy relative to the best compared isomer or geometry (same formula, charge and spin) ... 152.1 kJ/mol
Net charge ... -1

Positions of all 12 atoms, in Å:
C: -0.3133 -1.2266 1.8666
C: -0.7202 -0.0419 1.3409
N: -1.0425 0.0118 -0.0153
H: -0.4073 -2.1070 1.2266
H: -0.0972 -1.4754 2.9012
H: -0.5507 0.8053 1.9938
H: -1.5409 -0.8353 -0.2644
H: -0.4048 0.2180 -0.8465
O: 0.6315 0.0627 -2.0773
C: 1.2525 1.1824 -2.0711
O: 0.9203 2.3053 -2.4268
H: 2.2727 1.1008 -1.6277

Mulliken analysis output, partial charges in e: C -0.83; C 0.08; N -0.60; H 0.20; H 0.27; H 0.30; H 0.23; H 0.33; O -0.72; C 0.05; O -0.59; H 0.29



# 3
Density functional theory data (wB97M-V/def2-TZVPD) for 2 unconnected molecules or ions with the total composition C3H6NO2 at a distorted geometry.

Computed properties:
Gap between HOMO and LUMO (spin up / spin down) ... 10.6 / 5.5 eV
Maximum force ... 2.86 eV Å⁻¹
E ... -8789.49798 eV
⟨S²⟩ ... 0.757
Lowest unoccupied orbital energy (spin up / spin down) ... 0.79 / -4.31 eV
Multiplicity ... 2
Energy relative to the best compared isomer or geometry (same formula, charge and spin) ... 225.5 kJ/mol

Positions of all 12 atoms, in Å:
C: 1.0623 -1.7187 1.4474
C: -0.6520 -0.9257 0.1685
N: -0.2554 -1.8694 0.9255
H: 1.2035 -1.9622 2.5209
H: 1.8333 -2.2733 0.8568
H: 1.5157 -0.7232 1.3349
H: -1.6153 -1.0798 -0.3333
H: 0.1006 -0.1976 -0.1280
O: 0.3906 3.0390 -1.5069
C: -0.7707 2.6799 -1.7171
O: -1.2365 1.6307 -2.1647
H: -1.5764 3.4001 -1.4039

Mulliken analysis output, partial charges in e: C -0.72; C -0.11; N -0.40; H 0.28; H 0.27; H 0.27; H 0.28; H 0.12; O -0.31; C 0.38; O -0.38; H 0.31



# 4
Density functional theory data (wB97M-V/def2-TZVPD) for 2 unconnected molecules or ions with the total composition C3H6NO3.

Computed properties:
Gap between HOMO and LUMO ... 9.0 eV
Maximum force ... 0.73 eV Å⁻¹
E ... -10843.09374 eV
Lowest unoccupied orbital energy ... 4.09 eV
Energy relative to the best compared isomer or geometry (same formula, charge and spin) ... 46.5 kJ/mol
Net charge ... -1

Positions of all 13 atoms, in Å:
O: 0.2109 2.3408 0.2859
C: 0.8734 1.9297 1.2486
O: 1.1343 0.7275 1.5459
H: 1.2205 2.6916 1.9817
C: -1.0586 -1.4781 -0.0412
N: 0.0900 -0.8734 -0.3287
C: 0.4660 -0.6750 -1.7093
O: -1.8087 -2.0273 -0.8500
H: -1.3213 -1.4423 1.0226
H: 0.4702 -0.2151 0.4176
H: 0.0131 -1.4479 -2.3146
H: 1.5530 -0.6812 -1.7701
H: 0.1035 0.2895 -2.0737

Mulliken analysis output, partial charges in e: O -0.65; C 0.02; O -0.76; H 0.38; C 0.03; N -0.10; C -0.87; O -0.67; H 0.34; H 0.40; H 0.32; H 0.29; H 0.27



# 5
Density functional theory data (wB97M-V/def2-TZVPD) for a gas-phase ion, C3H6NO3 (charge +1) at a distorted geometry.

Computed properties:
Gap between HOMO and LUMO (spin up / spin down) ... 7.7 / 7.7 eV
Maximum force ... 5.23 eV Å⁻¹
E ... -10827.95580 eV
Lowest unoccupied orbital energy (spin up / spin down) ... -7.84 / -7.84 eV
SMILES string ... CC(=O)O[N+](C)=O
Energy relative to the best compared isomer or geometry (same formula, charge and spin) ... 579.8 kJ/mol
Net charge ... +1

Positions of all 13 atoms, in Å:
C: 2.3411 -0.5169 -0.1092
C: 1.0346 -0.7880 0.5799
O: 0.8065 -1.4283 1.5176
O: 0.1181 -0.1695 -0.2144
N: -1.4917 -0.1870 0.0200
C: -1.9887 1.1067 -0.3405
O: -2.0048 -1.1233 0.4686
H: 2.7155 0.4465 0.0993
H: 3.0503 -1.3503 0.2473
H: 2.0707 -0.6144 -1.0657
H: -2.7406 1.1592 -1.1553
H: -1.2051 1.8708 -0.4589
H: -2.7059 1.5945 0.4114

Mulliken analysis output, partial charges in e: C -0.90; C 0.66; O -0.40; O -0.30; N 0.75; C -0.69; O -0.16; H 0.33; H 0.29; H 0.37; H 0.35; H 0.36; H 0.35



# 6
Density functional theory data (wB97M-V/def2-TZVPD) for a gas-phase ion, C3H6NOS2 (charge +1) at a distorted geometry.

Computed properties:
Gap between HOMO and LUMO (spin up / spin down) ... 6.2 / 6.2 eV
Maximum force ... 3.38 eV Å⁻¹
E ... -28404.44090 eV
Lowest unoccupied orbital energy (spin up / spin down) ... -6.41 / -6.40 eV
Energy relative to the best compared isomer or geometry (same formula, charge and spin) ... 368.3 kJ/mol
Net charge ... +1

Positions of all 13 atoms, in Å:
C: 1.4029 -0.1784 -0.9966
C: 2.0549 0.0963 0.1606
C: -1.1452 0.0975 -0.0038
N: 0.0070 -0.6796 -0.6127
O: 1.5937 -0.2010 1.2650
S: -0.4999 1.0355 1.2211
S: -2.7687 -0.2867 -0.6602
H: 1.5610 0.3898 -1.8870
H: 2.8934 0.7994 0.2529
H: -0.3518 -1.3537 -1.3704
H: 0.4218 -1.0825 0.3807
H: -1.7551 1.2045 1.8683
H: -3.4139 0.1589 0.3822

Mulliken analysis output, partial charges in e: C -0.79; C 0.27; C 0.39; N -0.36; O -0.67; S 0.16; S -0.01; H 0.35; H 0.40; H 0.35; H 0.50; H 0.19; H 0.21



# 7
Density functional theory data (wB97M-V/def2-TZVPD) for a gas-phase ion, C3H6NOS2 (charge +1) at a distorted geometry.

Computed properties:
Gap between HOMO and LUMO (spin up / spin down) ... 6.5 / 7.6 eV
Maximum force ... 3.38 eV Å⁻¹
E ... -28403.39497 eV
⟨S²⟩ ... 2.026
Lowest unoccupied orbital energy (spin up / spin down) ... -6.29 / -6.49 eV
Multiplicity ... 3
Energy relative to the best compared isomer or geometry (same formula, charge and spin) ... 0.0 kJ/mol
Net charge ... +1

Positions of all 13 atoms, in Å:
C: 1.1611 1.8324 1.4658
C: 1.1562 0.4464 0.8807
C: -1.4234 -2.0487 -1.8194
N: -0.1596 2.2686 1.3797
O: -0.9691 1.7281 0.7139
S: 0.1665 -0.0444 -0.3883
S: 0.0078 -2.0305 -0.7865
H: 1.5905 1.8089 2.4629
H: 1.8325 2.4589 0.8720
H: 1.8258 -0.2834 1.2965
H: -2.2628 -1.4599 -1.3819
H: -1.8295 -3.1040 -2.0400
H: -1.0961 -1.5724 -2.6555

Mulliken analysis output, partial charges in e: C -0.34; C -0.06; C -0.81; N 0.23; O -0.33; S 0.24; S 0.08; H 0.31; H 0.27; H 0.39; H 0.33; H 0.33; H 0.36



# 8
Density functional theory data (wB97M-V/def2-TZVPD) for a molecular structure, C3H6O at a distorted geometry.

Computed properties:
Gap between HOMO and LUMO ... 9.2 eV
Maximum force ... 2.80 eV Å⁻¹
E ... -5252.30852 eV
Lowest unoccupied orbital energy ... -0.07 eV
Energy relative to the best compared isomer or geometry (same formula, charge and spin) ... 326.7 kJ/mol

Positions of all 10 atoms, in Å:
C: -1.1044 0.0453 0.6690
C: -0.2065 0.4870 -0.3586
O: -0.3444 1.5085 -1.0408
C: 1.1037 -0.2727 -0.2644
H: -1.6354 0.8167 1.2552
H: -1.0724 -0.4669 -0.7580
H: -1.0089 -0.9167 1.1593
H: 1.5682 -0.2435 -1.2399
H: 1.6625 0.3389 0.4507
H: 1.0376 -1.2966 0.1275

Mulliken analysis output, partial charges in e: C -0.76; C 0.67; O -0.63; C -0.86; H 0.26; H 0.14; H 0.30; H 0.28; H 0.26; H 0.34